{"formula": "C26H29MnNO5S", "method": "wB97M-V/def2-TZVPD", "symbols": ["Mn", "S", "O", "O", "O", "O", "O", "N", "C", "C", "C", "C", "C", "C", "C", "C", "C", "C", "C", "C", "C", "C", "C", "C", "C", "C", "C", "C", "C", "C", "C", "C", "C", "C", "H", "H", "H", "H", "H", "H", "H", "H", "H", "H", "H", "H", "H", "H", "H", "H", "H", "H", "H", "H", "H", "H", "H", "H", "H", "H", "H", "H", "H"], "positions_angstrom": [[-0.730569, 2.744915, 0.772936], [1.647300, 1.949115, 1.136605], [-1.788314, 3.821094, -0.451215], [-2.099475, 3.282396, 2.016796], [0.512672, 1.936382, 2.148793], [2.473290, 0.798071, 1.083336], [0.955788, 2.262987, -0.191110], [1.735404, -2.212132, -0.028844], [2.584720, 3.395711, 1.580096], [4.467164, -4.384794, -0.362789], [0.386340, -1.820433, -0.173085], [-3.363082, 0.519789, -0.532914], [-1.258563, -3.336119, -1.053068], [6.479061, -2.613168, -0.752729], [-2.394347, -0.421130, 1.919960], [2.857715, -2.529750, -0.264796], [5.242536, -2.076147, -0.693525], [-2.088570, -0.015523, -0.483374], [-1.356354, -4.073485, -3.316390], [5.697888, -4.909388, -0.429853], [6.729891, -4.014658, -0.572832], [-0.199994, -2.472311, -1.330159], [-1.618847, -0.513474, 0.809025], [-2.184495, 2.895786, 3.439132], [-1.795268, -4.159465, -1.980157], [-0.286932, -3.170523, -3.683160], [-4.123379, 0.597302, 0.662662], [-3.649312, 0.203401, 1.902535], [-3.178255, 3.924141, -0.026946], [-1.542917, 4.155849, -1.800559], [-0.228572, -1.144230, 0.851881], [-3.178184, 4.041253, 1.522558], [4.170266, -2.963143, -0.493127], [0.258209, -2.395659, -2.673032], [2.959963, 3.807357, 0.634235], [-3.594729, 4.863211, -0.416961], [-0.559760, 3.812142, -2.044847], [-1.632371, -3.569333, -0.048347], [-1.760721, -4.704402, -4.073418], [1.075352, -1.629262, -2.911358], [1.915106, 4.063091, 2.084978], [-1.658138, 5.249015, -1.931450], [5.831819, -6.000232, -0.382198], [-3.765762, 0.788118, -1.512428], [3.618123, -5.053653, -0.190451], [3.378152, 3.014233, 2.201625], [0.377095, -0.983369, 1.780267], [7.774470, -4.379427, -0.517188], [-5.209778, 0.822883, 0.523058], [-4.277824, 0.232451, 2.782776], [-2.451922, 3.823736, 3.952919], [-3.839415, 3.210276, -0.460283], [-4.144060, 3.719720, 1.970384], [7.354463, -2.015683, -0.946192], [-3.027578, 5.084437, 1.759396], [-1.421841, 0.023726, -1.306900], [0.093926, -3.169343, -4.692321], [5.072351, -0.998151, -0.737869], [-2.115214, -0.843497, 2.859219], [-2.258972, 3.675011, -2.477595], [-1.271070, 2.420513, 3.754991], [-2.599773, -4.793199, -1.690088], [-2.994705, 2.226970, 3.483396]], "forces_ev_per_a": [[0.4, -0.8, 0.4], [-0.3, 0.7, -0.4], [-1.2, -0.5, 0.8], [0.6, -0.9, 0.7], [0.1, -0.1, -1.1], [0.2, -0.4, 0.1], [-0.1, 0.1, 1.1], [4.1, -0.5, -0.5], [0.1, -0.8, -1.1], [-3.7, 1.5, 0.0], [-0.3, 0.8, 1.6], [0.3, -0.4, 0.5], [0.4, -0.2, 1.7], [2.1, -1.9, 0.1], [-1.0, 0.6, 1.1], [-4.0, 1.0, 0.7], [-1.4, 0.6, 0.2], [-0.2, 0.2, 2.8], [1.5, 1.1, 0.4], [1.1, -0.8, -0.1], [1.2, 1.3, -0.2], [-1.1, -0.6, -1.5], [1.9, -0.4, -2.9], [-0.3, 1.6, -0.9], [0.0, 0.2, -2.9], [-1.7, -1.4, 1.5], [-1.7, 0.0, -1.0], [0.2, -0.5, -1.4], [0.0, 2.0, 0.7], [-0.8, 0.9, -1.1], [0.6, 0.0, -0.2], [-1.0, 0.0, -1.0], [1.0, -1.9, 0.6], [1.3, 1.6, 0.5], [0.1, 0.0, 0.4], [0.4, 0.1, 0.1], [0.6, 0.0, -0.1], [0.5, 0.8, 0.0], [-0.3, -0.4, -0.4], [-1.1, -1.3, 0.3], [-0.1, 0.4, 0.3], [0.3, -0.5, 0.1], [0.1, 0.7, 0.1], [-0.1, 0.1, 0.5], [0.2, 0.3, -0.1], [0.3, 0.2, 0.3], [-0.6, -0.1, -0.9], [-0.7, 0.4, -0.3], [1.1, 0.2, 0.4], [0.0, 0.0, 0.0], [0.4, -0.3, 0.4], [0.1, -1.3, -0.1], [0.6, 0.0, -0.4], [0.0, 0.3, 0.1], [0.1, 0.3, 0.3], [0.4, -0.3, -0.7], [0.0, 0.2, 0.0], [0.1, -0.4, -0.2], [0.6, -0.3, 0.4], [0.0, -0.1, 0.3], [0.3, 0.2, -0.1], [-0.4, -0.6, 0.0], [-1.0, -0.9, 0.3]], "homo_ev": [-13.54, -13.55], "energy_ev": -81298.637, "total_charge": 2, "de_lowest_ev": 0.000, "max_force_ev_per_a": 4.199, "spin_multiplicity": 4, "molar_mass_g_mol": 522.5}